1.
Density functional theory data (ωB97M-V with the def2-TZVPD basis set) for an isolated molecule of C19H24N2O4 in a non-equilibrium geometry.

## Properties
Gap between HOMO and LUMO ... 9.49 eV
Relative energy (zero: lowest compared OMol25 entry of this formula, charge and spin) ... 0.000 eV
SMILES string ... CCOC(=O)CCNC(=O)c1ccc2nc(C3CCCCC3)oc2c1

Structure (ORCA input):
```
! wB97M-V def2-TZVPD RIJCOSX def2/J DEFGRID3
* xyz 0 1
C 4.51259 2.85386 -0.21645
C 5.65127 2.26027 -1.03333
O 5.45426 0.86039 -1.24648
C 5.92050 0.02306 -0.30959
O 6.52222 0.38364 0.66609
C 5.60877 -1.42633 -0.61872
C 4.78509 -1.65857 -1.88811
N 3.48543 -1.03801 -1.81798
C 2.37186 -1.72631 -1.46808
O 2.37258 -2.92859 -1.28586
C 1.13762 -0.89572 -1.32610
C 0.94823 0.29737 -2.03794
C -0.19577 1.05587 -1.90130
C -1.16720 0.59797 -1.02166
N -2.39255 1.10563 -0.66010
C -2.87693 0.25691 0.18166
C -4.19497 0.35084 0.85733
C -5.09257 -0.81611 0.42393
C -6.44657 -0.72775 1.11938
C -6.27216 -0.73524 2.63484
C -5.37525 0.41890 3.07152
C -4.01849 0.33427 2.38078
O -2.08141 -0.81275 0.44261
C -0.97837 -0.61201 -0.32105
C 0.15979 -1.37602 -0.46185
H 3.55709 2.68381 -0.70852
H 4.66527 3.92310 -0.10364
H 4.48703 2.39745 0.77018
H 6.60533 2.40852 -0.51837
H 5.69373 2.69981 -2.03223
H 5.07756 -1.83207 0.24598
H 6.56011 -1.95760 -0.68798
H 5.31717 -1.26826 -2.75953
H 4.61569 -2.73085 -2.01230
H 3.47745 -0.03114 -1.81161
H 1.70165 0.62026 -2.74166
H -0.34351 1.96770 -2.45639
H -4.64901 1.29643 0.54777
H -4.60371 -1.75667 0.68697
H -5.22409 -0.79229 -0.65990
H -7.07106 -1.56849 0.81132
H -6.94999 0.19292 0.81597
H -7.24587 -0.65429 3.12173
H -5.82127 -1.68122 2.94294
H -5.23647 0.39467 4.15409
H -5.85315 1.36725 2.81580
H -3.51494 -0.59073 2.66968
H -3.38915 1.17341 2.68525
H 0.30617 -2.30728 0.06090
*
```


2.
Density functional theory data (ωB97M-V with the def2-TZVPD basis set) for a cluster of 2 separate species, C5H10O2 in total in a non-equilibrium geometry.

## Properties
Gap between HOMO and LUMO ... 10.28 eV
Relative energy (zero: lowest compared OMol25 entry of this formula, charge and spin) ... 3.455 eV
SMILES string ... O=CCCO.C=C

Structure (ORCA input):
```
! wB97M-V def2-TZVPD RIJCOSX def2/J DEFGRID3
* xyz 0 1
O -0.35248 -0.96808 1.62682
C -0.91732 -0.80407 0.56370
C -1.13676 0.33276 -0.27721
C -0.90835 1.57684 0.80763
O -1.41606 1.44775 2.07241
H -1.34914 -1.67459 0.03364
H -0.54873 0.53936 -1.15375
H -2.19233 0.47919 -0.55343
H 0.18846 1.64321 0.77017
H -1.36315 2.39200 0.23079
H -0.98071 0.67466 2.47023
C 1.73066 -0.60169 -1.65937
C 1.90524 -1.27346 -0.52888
H 1.91637 0.46291 -1.79237
H 1.43845 -1.12269 -2.56944
H 2.21991 -0.76017 0.37433
H 1.76594 -2.34392 -0.41527
*
```


3.
Density functional theory data (ωB97M-V with the def2-TZVPD basis set) for the ion CH2NO2S with charge -1 in a non-equilibrium geometry.

## Properties
Gap between HOMO and LUMO ... 7.66 eV
Relative energy (zero: lowest compared OMol25 entry of this formula, charge and spin) ... 1.745 eV
SMILES string ... NOC([O-])=S

Structure (ORCA input):
```
! wB97M-V def2-TZVPD RIJCOSX def2/J DEFGRID3
* xyz -1 1
N -1.43083 0.46100 -0.08309
O -0.31814 0.28805 -0.85160
C 1.11965 -0.33265 -0.12592
O 1.09506 -0.15771 1.07355
S 2.14608 -0.91730 -1.18062
H -1.15525 1.13723 0.67872
H -1.45657 -0.47861 0.48897
*
```


4.
Density functional theory data (ωB97M-V with the def2-TZVPD basis set) for a structure of composition C14H11MoN3OSe5Te.

## Properties
Gap between HOMO and LUMO ... 6.12 eV
Relative energy (zero: lowest compared OMol25 entry of this formula, charge and spin) ... 0.698 eV

Structure (ORCA input):
```
! wB97M-V def2-TZVPD RIJCOSX def2/J DEFGRID3
* xyz 0 1
Mo -2.74950 -0.64730 0.66572
Se -3.98509 -2.73374 -0.01349
Se -2.91455 -3.29809 -2.02648
Se -3.27054 -1.37904 -3.24341
Se -2.26228 0.12029 -1.65717
O -1.36882 -1.74071 1.45640
C -0.29555 -1.72056 2.24342
C 0.20358 -2.93605 2.71750
C 1.31712 -2.96529 3.52846
C 1.95879 -1.77908 3.88589
C 1.47392 -0.57832 3.41374
C 0.34955 -0.52773 2.58346
C -0.14559 0.72720 2.04310
N -1.26677 0.91526 1.36355
C -1.30535 2.25109 1.01758
C -0.19435 2.87116 1.48246
N 0.52323 1.90152 2.13923
H -0.31702 -3.83928 2.42855
H 1.69039 -3.91325 3.89271
H 2.82569 -1.79785 4.53150
H 1.97465 0.33506 3.71259
H -2.13158 2.66052 0.46541
H 0.13543 3.89204 1.42089
H 1.41115 2.02875 2.58935
Se -0.02847 -0.61057 -1.57329
C 0.69501 0.45496 -2.99440
C 1.89121 1.11973 -2.77192
C 2.45147 1.83278 -3.82290
N 1.89562 1.93174 -5.02629
C 0.74478 1.29101 -5.21869
C 0.10898 0.53104 -4.24767
H 2.37752 1.09553 -1.80562
H 3.39038 2.35658 -3.68196
H 0.30741 1.37969 -6.20675
H -0.80851 0.00614 -4.47484
Te -4.68189 0.76478 1.18338
*
```


5.
Density functional theory data (ωB97M-V with the def2-TZVPD basis set) for a cluster of 2 separate species, C5H15NO in total in a non-equilibrium geometry.

## Properties
Gap between HOMO and LUMO ... 9.08 eV
Relative energy (zero: lowest compared OMol25 entry of this formula, charge and spin) ... 1.014 eV
SMILES string ... CCN(C)CC.O

Structure (ORCA input):
```
! wB97M-V def2-TZVPD RIJCOSX def2/J DEFGRID3
* xyz 0 1
C 0.82112 -1.31514 1.24185
C 0.40353 -0.38615 0.12911
N -1.00519 0.05173 0.19297
C -1.39346 0.74390 1.41200
C -1.36604 0.82545 -0.97279
C -2.82325 0.64158 -1.37159
H 1.90689 -1.39212 1.21154
H 0.54214 -0.97641 2.23515
H 0.42087 -2.33183 1.15931
H 1.04012 0.52056 0.12903
H 0.55862 -0.84901 -0.84442
H -2.47058 0.85626 1.41366
H -0.97845 1.76122 1.44754
H -1.02526 0.24513 2.30068
H -0.73428 0.55119 -1.81886
H -1.18139 1.89870 -0.81295
H -3.03142 -0.42417 -1.46917
H -3.49499 1.00861 -0.58096
H -3.07999 1.09270 -2.32515
O 5.32647 -0.67568 -0.73255
H 5.74509 -0.42513 -1.55825
H 5.81947 -1.42137 -0.38616
*
```


6.
Density functional theory data (ωB97M-V with the def2-TZVPD basis set) for an isolated molecule of C3H4N2O in a non-equilibrium geometry.

## Properties
Gap between HOMO and LUMO ... 9.94 eV
Relative energy (zero: lowest compared OMol25 entry of this formula, charge and spin) ... 2.795 eV
SMILES string ... N#CC(=O)CN

Structure (ORCA input):
```
! wB97M-V def2-TZVPD RIJCOSX def2/J DEFGRID3
* xyz 0 1
N -2.02738 0.96237 0.86002
C -1.57685 0.10275 0.27424
C -0.69767 -0.89458 -0.41642
O -0.89571 -2.04181 -0.62205
C 0.54617 -0.13960 -0.74599
N 1.27138 0.55036 0.74018
H 0.30944 0.84339 -1.33723
H 1.32136 -0.85654 -1.09208
H 0.85187 1.49197 0.77483
H 0.89738 -0.01830 1.56450
*
```


7.
Density functional theory data (ωB97M-V with the def2-TZVPD basis set) for a structure of composition C3H9NO2P2 in a non-equilibrium geometry.

## Properties
Gap between HOMO and LUMO ... 9.39 eV
Relative energy (zero: lowest compared OMol25 entry of this formula, charge and spin) ... 1.872 eV

Structure (ORCA input):
```
! wB97M-V def2-TZVPD RIJCOSX def2/J DEFGRID3
* xyz 0 1
C 0.87821 0.98895 1.24101
C 0.19697 -1.89983 0.70939
C 0.55727 0.50930 -2.11155
N -1.43861 0.23226 0.04300
O -1.21058 -0.33960 2.72301
O -1.13227 2.53556 -1.19180
P -0.41551 -0.31876 1.47780
P -0.48924 1.30541 -0.78974
H 0.71497 1.99755 1.86417
H 1.83553 0.57257 1.22360
H 0.91782 -2.24339 1.31372
H -0.56158 -2.65945 0.84200
H 0.42132 -1.80856 -0.39614
H 0.92647 1.26449 -2.75817
H 1.31910 -0.26001 -1.75763
H -0.11986 -0.20863 -2.60631
H -2.39999 0.33213 0.17365
*
```


8.
Density functional theory data (ωB97M-V with the def2-TZVPD basis set) for a structure of composition C42H40CdCl3N2O2S2Se2Te.

## Properties
Gap between HOMO and LUMO ... 8.17 eV
Relative energy (zero: lowest compared OMol25 entry of this formula, charge and spin) ... 0.557 eV

Structure (ORCA input):
```
! wB97M-V def2-TZVPD RIJCOSX def2/J DEFGRID3
* xyz 1 1
Cd -0.09720 0.06680 0.59360
C 3.49920 0.27420 -0.59920
Se 2.85030 0.27200 1.24540
C 3.23060 2.15830 1.66010
C 2.42440 3.14530 0.84430
Se 0.50560 3.18610 1.36460
C -0.16210 3.85280 -0.34120
H 4.48510 0.73410 -0.61840
H 2.81040 0.81430 -1.25010
H 3.57980 -0.75890 -0.92880
H 4.29860 2.29040 1.46330
H 3.03930 2.28140 2.73070
H 2.45030 2.90710 -0.22300
H 2.81070 4.15820 0.99060
H -0.01080 3.09330 -1.10650
H 0.35630 4.77470 -0.58970
H -1.22460 4.05180 -0.22960
C -9.89390 -1.49750 -3.84380
C -8.54140 -1.12170 -3.32480
O -7.50560 -1.68150 -3.54520
S -8.61920 0.34320 -2.30200
C -6.89260 0.52200 -1.87840
C -6.10840 1.45050 -2.54260
C -4.76860 1.57310 -2.22650
C -4.20770 0.75110 -1.25070
C -5.02170 -0.15250 -0.56130
C -6.36060 -0.26560 -0.86930
C -2.82830 0.75710 -0.91750
C -1.65110 0.67670 -0.63950
H -9.97440 -2.58210 -3.89850
H -10.01560 -1.10230 -4.85250
H -10.67730 -1.08600 -3.21300
H -6.54820 2.06590 -3.31100
H -4.15950 2.29800 -2.74400
H -4.58270 -0.76300 0.21770
H -6.99150 -0.96420 -0.34030
Cl -1.71510 -2.37620 -6.04710
C -1.55760 -3.45240 -4.71780
C -0.35160 -3.54290 -4.03890
C -0.23400 -4.42190 -2.98010
C -1.29690 -5.22700 -2.59130
C -1.14620 -6.19080 -1.43810
C -1.46400 -5.47580 -0.10280
N -0.61080 -4.34100 0.12160
C 0.69750 -4.39800 0.49390
C 1.13660 -3.11030 0.56330
N 0.11560 -2.26770 0.23900
C -0.91650 -3.04230 -0.02800
O 0.14510 -6.74360 -1.31550
C 0.50920 -7.69220 -2.30980
C 1.10570 -7.07540 -3.54010
C 0.47620 -6.95820 -4.74570
Cl -1.09800 -7.49170 -5.14150
S 1.45810 -6.17760 -5.93610
C 2.73360 -6.00670 -4.79400
C 2.41460 -6.52740 -3.58520
C -2.50370 -5.10510 -3.27450
Cl -3.87660 -6.04720 -2.81240
C -2.64300 -4.22250 -4.33170
H 0.48500 -2.93650 -4.34200
H 0.70520 -4.51420 -2.45520
H -1.88720 -6.99790 -1.54820
H -1.31040 -6.19710 0.70350
H -2.50520 -5.14700 -0.11030
H 1.19740 -5.32490 0.66790
H 2.11050 -2.73910 0.82530
H -1.88350 -2.68590 -0.32900
H -0.35660 -8.30630 -2.58070
H 1.26030 -8.32200 -1.82560
H 3.65430 -5.55280 -5.10130
H 3.07850 -6.52720 -2.74000
H -3.58900 -4.13780 -4.83900
Te -1.50970 0.02390 3.25530
C -0.22270 1.36600 4.34250
C -0.73070 2.59180 4.75020
C 0.06490 3.46280 5.47640
C 1.35990 3.10730 5.81480
C 1.86920 1.88920 5.39700
C 1.08680 1.02640 4.64690
C -1.16690 -1.64710 4.57020
C -2.20900 -2.06000 5.38960
C -2.01640 -3.09470 6.28910
C -0.77680 -3.70470 6.38770
C 0.25920 -3.30270 5.55990
C 0.05890 -2.29080 4.63570
H -1.74670 2.86810 4.50090
H -0.33670 4.41430 5.78940
H 1.96830 3.77370 6.40730
H 2.87730 1.60100 5.65880
H 1.50720 0.08630 4.31300
H -3.17130 -1.57250 5.31820
H -2.83380 -3.41230 6.92050
H -0.61990 -4.49420 7.10690
H 1.22860 -3.77450 5.63380
H 0.86180 -2.01690 3.96200
*
```